Molecular formula: C3H8N3O
Method: DFT, ωB97M-V/def2-TZVPD

Output
- Energy: -9749.257 eV
- Energy relative to the best compared isomer or geometry (same formula, charge and spin): 73.9 kcal per mole
- Kohn-Sham gap: 11.10 eV
- Max |F|: 3.36 eV/Å
- Lowest unoccupied orbital energy: -3.469 eV
- HOMO level: -14.6 eV
- Total charge: +1

```
15
Properties=species:S:1:pos:R:3:mulliken_charge:R:1
N 1.54037 -0.01309 1.11440 -0.65
C 0.82891 0.03557 -0.07168 1.21
O 1.69271 -0.08842 -1.14293 -0.56
C -0.10252 1.22274 -0.15327 -0.92
C -1.37536 0.96171 -0.19177 -0.37
N -1.65434 -0.47210 -0.33493 0.03
N -0.31467 -1.14288 -0.16074 -0.55
H 2.39497 0.44582 0.85850 0.25
H 1.16034 0.48375 1.87921 0.27
H 2.33752 -0.75992 -0.84270 0.35
H 0.30692 2.15269 -0.49466 0.44
H -2.13370 1.72147 -0.07254 0.46
H -2.33205 -1.00200 0.32146 0.39
H -1.96460 -0.63340 -1.25182 0.34
H -0.02754 -1.67576 -0.95082 0.31
```

***

Molecular formula: C3H8N3O
Method: DFT, ωB97M-V/def2-TZVPD

Output
- Energy: -9744.824 eV
- Energy relative to the best compared isomer or geometry (same formula, charge and spin): 72.2 kcal per mole
- Multiplicity: 3
- Kohn-Sham gap (alpha / beta): 6.29 / 8.25 eV
- Max |F|: 8.11 eV/Å
- Lowest unoccupied orbital energy (alpha / beta): -3.362 / -7.439 eV
- HOMO level (alpha / beta): -9.6 / -15.7 eV
- Total charge: +1

```
15
Properties=species:S:1:pos:R:3:mulliken_charge:R:1
C 1.93759 -0.11603 -0.05716 0.05
C -1.01205 -0.40764 -0.01078 0.78
C -0.76517 0.90443 0.79095 -1.28
N 1.45283 0.44460 -1.10326 -0.42
N 1.11025 -0.90896 0.65913 -0.08
N -2.00541 -0.49160 -0.85458 -0.32
O -0.15367 -1.36623 0.09967 -0.29
H 2.94582 -0.00911 0.41517 0.39
H -1.74552 1.17453 1.10536 0.44
H -0.42804 1.54663 0.03134 0.44
H 0.04364 0.80067 1.49088 0.34
H 2.09372 1.12404 -1.63685 0.29
H 1.26139 -1.54296 1.41326 0.21
H -2.05666 -1.29384 -1.53341 0.27
H -2.67873 0.14147 -0.80972 0.18
```

***

Molecular formula: C3H8N3O2
Method: DFT, ωB97M-V/def2-TZVPD

Output
- Energy: -11807.695 eV
- Energy relative to the best compared isomer or geometry (same formula, charge and spin): 14.5 kcal per mole
- Kohn-Sham gap: 7.99 eV
- Max |F|: 0.86 eV/Å
- Lowest unoccupied orbital energy: 4.151 eV
- HOMO level: -3.8 eV
- Total charge: -1

```
16
Properties=species:S:1:pos:R:3:mulliken_charge:R:1
N -0.53352 -2.87754 -2.21749 -0.52
C -0.63849 -1.64666 -1.51278 0.70
O -0.00189 -0.68338 -1.99643 -0.75
O -1.31742 -1.67706 -0.45353 -0.84
H -1.20808 -3.56830 -1.92664 0.20
H -0.37505 -2.82575 -3.20714 0.20
C 0.99044 1.09017 1.16308 -0.24
C -0.23738 1.60641 1.05775 -0.25
N -1.33498 1.06850 0.42916 -0.35
N 1.95125 1.74313 2.00811 -0.62
H 1.27444 0.16100 0.67653 0.35
H -0.40254 2.55954 1.55992 0.27
H -1.23120 0.11854 0.02376 0.25
H -1.96582 1.73379 0.02667 0.17
H 2.81563 1.97929 1.53471 0.22
H 2.21458 1.21831 2.83430 0.20
```

***

Molecular formula: C3H8N3O2
Method: DFT, ωB97M-V/def2-TZVPD

Output
- Energy: -11794.791 eV
- Energy relative to the best compared isomer or geometry (same formula, charge and spin): 108.7 kcal per mole
- Kohn-Sham gap: 9.00 eV
- Max |F|: 5.67 eV/Å
- Lowest unoccupied orbital energy: -5.310 eV
- HOMO level: -14.3 eV
- Total charge: +1

```
16
Properties=species:S:1:pos:R:3:mulliken_charge:R:1
C 0.70893 -1.76620 0.31059 -0.84
N 1.25507 -0.40103 -0.08262 -0.24
C 0.50858 0.88481 0.02367 0.49
N 1.25606 1.94034 -0.08321 -0.38
C -0.87609 1.02646 0.32158 -0.49
N -1.82866 0.13498 0.03682 0.73
O -2.98864 0.24106 0.32161 -0.53
O -1.51200 -0.95067 -0.77720 -0.38
H -0.01776 -1.60270 1.15226 0.36
H 0.14146 -2.53512 -0.38902 0.23
H 1.57591 -2.15887 0.86895 0.37
H 1.96592 -0.30094 -0.83603 0.28
H 0.97302 2.84787 -0.45035 0.26
H 2.28947 2.07232 -0.01443 0.29
H -1.21753 1.87259 0.87834 0.46
H -2.23375 -1.30490 -1.28095 0.37
```

***

Q: Which of these has the lowest max |F|?
A: number 3